No. 1
The following is a quantum chemistry calculation of the molecule C7H7NOS2, from the Open Molecules 2025 dataset.

```
18
Properties=species:S:1:pos:R:3:forces:R:3
O -3.627 -0.398 -1.339 -0.92 0.53 -0.62
C -0.346 0.270 1.181 0.14 0.50 -0.73
H 2.052 -0.768 -2.035 -0.02 0.03 0.02
H 1.663 0.404 0.423 -0.14 0.00 -0.15
C -0.268 -1.128 1.495 0.09 -0.85 0.18
C 0.528 3.349 0.023 0.10 -0.50 -0.07
S -2.476 -0.773 -0.533 1.08 -0.86 0.38
H 0.519 -1.597 -2.321 0.13 0.00 0.04
H -0.214 -3.313 2.012 0.00 -0.61 0.08
C 1.092 -1.046 -1.573 0.21 -0.61 0.03
C -0.250 -2.301 1.740 0.09 0.70 -0.03
C 0.608 2.156 -0.030 0.10 0.40 -0.01
H 0.472 4.397 0.046 -0.05 0.55 0.00
H -0.089 0.867 2.061 0.01 -0.01 -0.13
C 0.676 0.701 0.015 0.34 0.07 1.53
H 1.321 -1.706 -0.722 -0.01 0.09 -0.06
S -2.048 0.757 0.785 -0.25 0.48 0.28
N 0.386 0.130 -1.228 -0.91 0.10 -0.73
```
Positions in Å, forces in eV/Å.

Summary:
E ... -32573.6817 eV
E_HOMO (spin up / spin down) ... -8.10 / -9.42 eV
LUMO level (spin up / spin down) ... -0.76 / -0.71 eV

=====

No. 2
The following is a quantum chemistry calculation of a 2-piece molecular cluster, C5H9NO overall, from the Open Molecules 2025 dataset.

```
16
Properties=species:S:1:pos:R:3:forces:R:3
H 2.917 -0.036 -1.558 0.07 -0.04 0.02
H -1.549 -0.702 2.077 0.33 -0.85 -0.22
O 0.884 -0.954 -0.001 -2.81 -0.69 1.15
C 1.464 0.220 -0.020 0.22 1.43 0.76
C -1.507 -0.265 1.088 -0.75 1.92 0.69
H 1.354 2.127 0.328 0.32 -0.24 -0.02
H 3.437 -0.598 0.026 0.04 -0.05 0.04
H 3.398 1.151 -0.329 -0.15 -0.14 0.02
H -0.919 0.703 1.039 -0.85 -0.83 0.09
C 2.901 0.193 -0.491 -0.31 0.03 -0.30
N 0.843 1.257 0.415 0.20 -0.01 -0.41
H -4.349 -0.412 -0.665 0.06 0.49 0.00
C -3.285 -0.568 -0.790 -0.28 -0.11 -0.31
C -2.459 -0.443 0.197 0.57 -0.12 0.12
H -0.190 -0.848 0.469 3.30 -0.26 -1.76
H -2.940 -0.824 -1.784 0.04 -0.53 0.12
```
Positions in Å, forces in eV/Å.

Summary:
E ... -8865.5312 eV
E_HOMO ... -9.38 eV
LUMO level ... 0.61 eV
SMILES ... [H]/N=C(\C)O.C=C=C

=====

No. 3
The following is a quantum chemistry calculation of C6H10O as an isolated structure, from the Open Molecules 2025 dataset.

```
17
Properties=species:S:1:pos:R:3:forces:R:3
C -0.003 -0.496 0.382 0.28 -0.12 -0.18
H -1.312 1.331 -1.142 -0.11 -0.11 0.09
H 0.853 1.121 -0.701 0.04 -0.15 -0.01
C 2.464 0.160 0.362 0.05 0.00 0.05
C -1.319 -0.785 -0.332 0.03 -0.23 -0.09
H -1.657 -1.758 -0.672 0.06 0.18 0.05
C 1.147 0.108 -0.406 -0.04 0.01 -0.05
H 0.327 -1.359 0.977 -0.03 0.12 -0.09
O -0.657 0.459 1.266 0.02 0.09 0.09
H -2.785 0.082 1.314 0.15 0.01 -0.11
H 2.336 0.647 1.334 0.01 -0.04 -0.13
C -1.914 0.155 0.670 -0.37 0.04 0.12
H 1.273 -0.470 -1.331 -0.01 0.03 0.11
H 3.219 0.719 -0.201 -0.09 -0.09 0.11
C -1.935 0.517 -0.778 -0.03 0.14 -0.10
H 2.859 -0.848 0.537 -0.07 0.13 0.01
H -2.894 0.416 -1.278 0.11 -0.01 0.12
```
Positions in Å, forces in eV/Å.

Summary:
E ... -8429.5199 eV
E_HOMO ... -9.22 eV
LUMO level ... 1.19 eV

=====

No. 4
The following is a quantum chemistry calculation of C47H53BCl3CsN8O6S4 as an isolated structure, from the Open Molecules 2025 dataset.

```
123
Properties=species:S:1:pos:R:3:forces:R:3
N 2.798 -3.825 -0.119 0.00 0.15 -0.01
H 2.690 -2.372 -2.635 -0.02 -0.01 0.02
C -4.545 -0.064 5.138 -0.02 -0.01 0.03
S 2.338 -0.252 1.610 0.15 0.14 0.12
Cl -2.146 -3.434 3.371 0.09 -0.08 -0.03
C 1.483 6.020 5.352 0.05 -0.02 0.04
S 0.647 -2.235 -0.325 -0.11 -0.02 -0.11
H -3.698 6.255 -2.454 -0.05 0.06 -0.02
C 3.283 3.117 -2.901 -0.15 -0.08 0.08
N -4.518 -2.422 -0.967 0.00 -0.19 0.06
H -4.105 -3.416 5.390 -0.02 -0.01 -0.01
C 4.718 -5.291 -4.140 0.04 -0.01 -0.08
H -2.288 -1.290 1.135 -0.09 -0.04 -0.06
H -4.913 -4.276 -1.789 -0.01 0.00 -0.01
H -3.387 -1.715 -3.454 -0.01 0.00 0.00
C -4.873 6.359 -0.645 0.15 0.10 0.22
H 4.702 -0.271 2.266 0.07 0.05 0.01
H -3.083 2.522 -5.419 -0.04 -0.01 -0.03
H -5.691 5.816 -0.171 -0.05 0.00 -0.06
N 4.423 -1.793 0.935 -0.14 -0.09 0.06
C -3.825 -1.524 -0.210 -0.16 -0.17 -0.16
H -2.557 -1.319 -5.933 -0.01 -0.02 -0.01
C 4.645 -3.394 4.947 -0.02 0.01 0.02
C 2.269 3.471 -1.811 0.19 -0.03 0.15
C 2.344 -4.638 -1.231 -0.05 0.20 0.23
C -2.366 -1.475 -3.153 0.24 0.25 -0.03
C 4.054 -2.986 -4.179 -0.02 0.01 -0.03
H 1.749 4.402 -2.057 -0.01 0.02 0.08
O 0.217 3.542 2.186 1.13 1.94 0.85
C 4.431 -2.551 3.869 -0.04 0.00 0.00
C -4.717 -1.364 5.585 0.10 -0.02 -0.08
C 3.191 -4.450 -2.464 0.08 -0.08 -0.07
C 6.796 -2.442 3.491 -0.04 0.03 -0.01
H 2.308 5.708 5.980 0.00 0.00 -0.02
H 2.759 2.901 -3.831 0.06 0.01 -0.06
H 3.985 3.936 -3.063 0.01 0.01 0.01
O -1.558 1.818 -3.453 0.29 0.00 0.16
C -4.135 -3.790 -1.203 0.10 0.10 0.08
C -0.203 7.613 4.720 -0.08 0.10 -0.01
C 1.172 2.452 -1.680 -0.03 -0.14 -0.46
H -6.606 -2.199 -1.216 -0.01 0.03 0.00
H 5.396 -3.877 -5.605 0.00 0.01 0.01
N -1.893 4.280 0.655 0.23 -0.19 -0.27
H 2.761 3.621 -0.850 -0.08 0.00 0.03
H 3.844 2.227 -2.614 0.01 0.00 -0.03
H 4.515 -4.998 -0.091 -0.02 0.00 -0.02
H 4.025 -4.349 1.491 0.05 -0.05 -0.01
H -1.763 -2.384 -3.169 0.03 -0.01 0.04
C -5.491 -0.329 -0.924 -0.24 -0.46 -0.15
H 4.095 -2.004 -4.634 0.00 0.00 0.02
C 5.005 -2.917 0.243 -0.06 -0.08 -0.14
C 0.856 7.237 5.538 0.03 -0.05 0.01
C 5.508 -2.062 3.129 0.07 -0.05 0.03
H -3.396 0.910 -6.099 0.01 0.01 -0.02
H 5.279 -6.117 -4.561 0.01 0.01 0.01
C 4.782 -4.037 -4.727 0.02 -0.04 0.01
H -3.191 -3.857 -1.754 -0.03 -0.03 0.00
H 7.642 -2.073 2.921 -0.02 0.02 -0.02
H -5.248 5.377 -2.549 0.00 -0.01 0.00
C 3.265 -3.189 -3.059 -0.03 0.06 -0.01
H 3.425 -2.254 3.592 0.00 0.01 -0.02
C 7.012 -3.284 4.575 0.04 -0.03 0.07
C 5.936 -3.762 5.307 0.05 -0.01 -0.01
Cl -5.878 -1.704 6.847 -0.10 -0.01 0.10
H 3.885 -6.476 -2.557 -0.02 0.00 0.02
N -4.369 -0.311 -0.161 0.20 0.34 0.27
C 3.031 -1.611 0.878 0.13 0.15 0.00
C 1.068 5.157 4.334 -0.07 0.11 -0.06
H 1.310 3.578 3.365 -0.03 -0.06 0.03
H -1.046 -2.053 -5.358 -0.01 -0.02 -0.02
S -3.468 6.434 0.517 -0.13 -0.26 -0.27
H 5.095 -2.702 -0.830 0.07 -0.03 0.00
H -0.694 8.568 4.868 -0.01 -0.01 -0.01
C -0.625 6.760 3.715 0.08 -0.04 0.09
N -1.476 5.052 1.716 -0.06 0.47 0.37
C -2.688 1.511 -5.529 0.20 0.05 0.23
H -5.624 -1.712 -2.623 -0.02 0.04 0.00
H -2.360 -2.811 0.322 0.11 0.02 -0.04
C -2.837 4.824 0.013 0.10 0.54 0.52
H -2.367 -1.096 -2.130 0.04 -0.02 -0.14
O -6.273 0.572 -1.155 0.04 -0.02 0.00
N 0.706 1.761 -2.572 0.43 0.52 0.37
H 8.023 -3.563 4.850 -0.01 -0.01 -0.01
C 2.239 -2.564 0.161 -0.04 -0.30 -0.11
C -1.584 -1.113 -5.483 0.09 0.11 0.15
C 4.102 -4.125 0.419 0.05 0.06 0.12
H 1.200 7.899 6.325 -0.01 -0.01 0.01
O -0.424 -0.168 -3.628 0.44 0.17 0.08
C -0.436 4.615 2.394 -0.30 0.30 -0.35
C -0.005 5.530 3.503 0.12 -0.16 0.02
C -3.060 -2.118 4.050 0.00 0.07 0.01
S -3.600 4.104 -1.382 -0.23 -0.01 -0.19
C -1.734 -0.461 -4.109 -0.34 -0.24 -0.11
H 6.103 -4.418 6.154 -0.01 0.00 0.00
B -0.383 1.136 -3.181 -1.00 -0.53 -0.23
O -1.932 -0.548 2.654 -0.57 -0.76 0.56
H -1.002 -0.482 -6.153 -0.04 -0.01 -0.04
H 2.339 -5.690 -0.927 0.01 0.00 -0.05
H -4.137 2.003 -3.326 -0.11 -0.04 -0.04
C -2.796 -0.809 3.547 -0.14 -0.17 0.12
H -1.743 1.579 -6.069 -0.02 -0.01 -0.07
C 5.248 -1.160 1.947 -0.23 0.01 -0.16
C -2.468 0.942 -4.124 -0.30 -0.13 -0.20
H -3.674 0.630 -2.342 -0.01 0.08 -0.08
H 6.195 -0.854 1.490 0.01 0.01 0.05
H -5.189 7.383 -0.853 -0.02 0.00 -0.01
C -5.658 -1.755 -1.530 0.02 0.22 0.10
H -4.551 0.363 -3.869 -0.02 0.00 0.01
C -3.977 -2.400 5.043 0.00 0.11 -0.03
C 3.929 -5.493 -3.014 -0.07 0.05 0.03
H -5.131 0.744 5.555 0.01 0.01 -0.01
O 1.721 3.996 4.177 0.04 0.07 0.01
H 3.799 -3.759 5.517 0.00 0.00 -0.01
H 1.319 -4.318 -1.424 -0.03 -0.10 -0.03
N -2.680 -1.858 0.359 -0.06 0.05 0.27
Cl -3.409 1.809 3.574 -0.22 0.26 0.19
H -4.027 -4.338 -0.262 0.00 -0.02 -0.02
C -3.794 0.970 -3.369 0.35 0.07 0.00
C -3.617 0.191 4.151 0.04 -0.23 0.01
H -1.448 7.021 3.064 -0.01 0.01 -0.01
Cs -0.887 1.507 1.423 -0.16 -1.75 -1.81
H 6.001 -3.115 0.643 0.00 0.02 0.03
C -4.415 5.649 -1.899 0.18 -0.26 0.02
```
Positions in Å, forces in eV/Å.

Summary:
E ... -155943.7814 eV
E_HOMO (spin up / spin down) ... -2.25 / -1.10 eV
Net charge ... -2
LUMO level (spin up / spin down) ... 3.48 / 3.48 eV

=====

No. 5
The following is a quantum chemistry calculation of C2O4P as an isolated structure, from the Open Molecules 2025 dataset.

```
7
Properties=species:S:1:pos:R:3:forces:R:3
O 1.447 1.242 1.072 1.53 -0.01 0.78
P 0.125 1.209 0.388 -1.00 0.74 -0.72
O -1.198 -0.850 1.716 -0.99 -0.21 1.35
C 0.106 0.981 -1.335 -0.52 0.51 -0.20
O -0.004 -1.724 -0.026 0.47 -1.08 -0.69
C -0.551 -1.054 0.763 0.20 0.37 -0.43
O -0.387 1.001 -2.398 0.30 -0.31 -0.08
```
Positions in Å, forces in eV/Å.

Summary:
E ... -19553.2718 eV
E_HOMO ... -2.57 eV
Net charge ... -1
LUMO level ... 3.84 eV

=====

No. 6
The following is a quantum chemistry calculation of the molecule CH3NO3, from the Open Molecules 2025 dataset.

```
8
Properties=species:S:1:pos:R:3:forces:R:3
H 0.400 1.153 -0.128 -1.50 -2.42 -0.04
H 0.061 -0.744 -0.668 0.15 1.32 0.91
C 0.014 0.055 0.133 -0.70 0.98 0.88
N -2.425 -0.016 -0.342 1.98 -0.31 -1.86
O -1.477 0.031 0.685 0.90 0.41 -0.11
O -3.587 -0.704 -0.009 0.36 -2.40 0.85
H 0.665 -0.176 1.051 -1.46 -0.19 -1.30
O -3.610 0.679 -0.123 0.27 2.62 0.68
```
Positions in Å, forces in eV/Å.

Summary:
E ... -8709.7406 eV
E_HOMO ... -10.63 eV
LUMO level ... 0.87 eV
SMILES ... COn1oo1